This record from the OMol25 dataset describes a single C22H30N4O4 molecule. The level of theory is ωB97M-V with the def2-TZVPD basis set.

Values from the calculation:
- HOMO-LUMO gap (eV) = 8.356
- maximum force (eV/A) = 0.678
- relative energy (zero: lowest compared OMol25 entry of this formula, charge and spin) (kcal/mol) = 84.8
- multiplicity = 1
- SMILES = COc1ccc(NC(=O)N(CCCN2CCOCC2)Cc2cccnc2)c(OC)c1

Each line ends with the natural charge from an NBO analysis.
Atoms and positions in Å:
1 C -6.260 -2.357 -0.989  -0.251
2 H -5.635 -3.206 -0.693  0.177
3 O -5.839 -1.166 -0.370  -0.496
4 C -4.572 -0.722 -0.623  0.300
5 C -3.655 -1.342 -1.455  -0.310
6 C -2.398 -0.784 -1.635  -0.221
7 C -2.033 0.382 -0.986  0.150
8 C -2.966 1.007 -0.135  0.274
9 C -4.219 0.459 0.036  -0.332
10 H -4.959 0.908 0.677  0.230
11 O -2.525 2.156 0.488  -0.525
12 C -3.421 2.835 1.333  -0.248
13 H -4.310 3.166 0.790  0.182
14 H -3.722 2.212 2.180  0.181
15 H -2.878 3.705 1.701  0.200
16 N -0.791 1.001 -1.126  -0.649
17 C 0.374 0.448 -1.583  0.822
18 O 0.439 -0.637 -2.131  -0.684
19 N 1.483 1.244 -1.444  -0.452
20 C 1.536 2.507 -0.737  -0.218
21 H 2.561 2.868 -0.839  0.210
22 C 1.208 2.486 0.768  -0.409
23 H 0.134 2.453 0.943  0.201
24 C 1.877 1.351 1.544  -0.217
25 N 1.234 0.067 1.330  -0.454
26 C 2.087 -1.040 1.726  -0.252
27 C 1.409 -2.347 1.325  -0.077
28 O 0.170 -2.491 1.981  -0.527
29 C -0.669 -1.410 1.651  -0.071
30 C -0.034 -0.070 2.027  -0.263
31 H -0.712 0.732 1.736  0.208
32 H 0.111 -0.029 3.123  0.166
33 H -1.601 -1.561 2.199  0.191
34 H -0.874 -1.417 0.572  0.177
35 H 2.016 -3.206 1.617  0.189
36 H 1.257 -2.348 0.237  0.177
37 H 3.050 -0.955 1.223  0.215
38 H 2.261 -1.042 2.818  0.166
39 H 2.915 1.260 1.217  0.205
40 H 1.886 1.615 2.619  0.171
41 H 1.566 3.435 1.176  0.216
42 H 0.882 3.247 -1.227  0.189
43 C 2.648 0.856 -2.227  -0.231
44 C 3.631 0.011 -1.463  -0.072
45 C 4.675 0.570 -0.735  0.028
46 N 5.557 -0.137 -0.050  -0.422
47 C 5.447 -1.455 -0.067  0.025
48 C 4.449 -2.125 -0.760  -0.259
49 C 3.523 -1.376 -1.466  -0.162
50 H 2.718 -1.844 -2.012  0.243
51 H 4.399 -3.203 -0.745  0.222
52 H 6.194 -1.990 0.505  0.194
53 H 4.823 1.644 -0.704  0.184
54 H 2.279 0.275 -3.076  0.242
55 H 3.138 1.761 -2.599  0.200
56 H -0.752 1.905 -0.686  0.413
57 H -1.679 -1.265 -2.277  0.258
58 H -3.895 -2.254 -1.974  0.220
59 H -7.280 -2.523 -0.647  0.199
60 H -6.255 -2.267 -2.080  0.176

---

This record from the OMol25 dataset describes 2 unconnected molecules or ions with the total composition C47H57N4O4 at a distorted geometry. The level of theory is ωB97M-V with the def2-TZVPD basis set.

Values from the calculation:
- net charge = +1
- HOMO-LUMO gap (eV) = 4.607
- maximum force (eV/A) = 2.637
- relative energy (zero: lowest compared OMol25 entry of this formula, charge and spin) (kcal/mol) = 4.9
- multiplicity = 1

Each line ends with the Mulliken charge.
Atoms and positions in Å:
1 C -5.310 -2.501 -2.305  -1.515
2 C -4.084 -2.572 -1.441  0.424
3 C -2.823 -2.765 -2.011  -1.187
4 C -1.663 -2.842 -1.227  1.102
5 C -0.329 -3.066 -1.865  -1.216
6 C -1.783 -2.713 0.167  -0.808
7 N -0.612 -2.777 0.992  1.383
8 C -0.278 -1.869 1.991  -0.118
9 C -0.774 -0.587 2.012  -1.939
10 N 0.697 -2.468 2.764  0.984
11 C 1.158 -2.044 4.060  -0.380
12 C 0.874 -2.869 5.163  0.886
13 C -0.079 -4.014 5.058  -1.250
14 C 1.522 -2.638 6.378  -1.033
15 C 2.454 -1.611 6.519  0.635
16 C 3.178 -1.456 7.824  -1.502
17 C 2.685 -0.765 5.433  -1.356
18 C 2.058 -0.976 4.196  1.178
19 C 2.410 -0.128 3.019  -1.062
20 C 0.985 -3.707 2.207  -1.656
21 C 0.207 -3.879 1.122  -0.183
22 C -3.049 -2.629 0.762  1.609
23 C -3.208 -2.711 2.247  -1.324
24 C -4.182 -2.511 -0.050  -1.227
25 H -6.150 -2.068 -1.755  0.379
26 H -5.138 -1.898 -3.203  0.376
27 H -5.627 -3.497 -2.645  0.299
28 H -2.732 -2.868 -3.094  0.462
29 H 0.462 -2.477 -1.380  0.324
30 H -0.034 -4.128 -1.857  0.446
31 H -0.365 -2.764 -2.917  -0.073
32 H -0.468 0.039 2.845  1.065
33 H -1.456 -0.405 1.182  0.177
34 H -0.238 -4.421 6.063  0.432
35 H -1.063 -3.722 4.665  0.088
36 H 0.320 -4.829 4.439  0.366
37 H 1.317 -3.292 7.229  0.409
38 H 3.950 -0.685 7.768  0.361
39 H 2.488 -1.188 8.633  0.321
40 H 3.661 -2.392 8.128  0.353
41 H 3.399 0.055 5.536  0.321
42 H 3.135 0.627 3.337  0.408
43 H 2.874 -0.713 2.213  0.290
44 H 1.551 0.402 2.595  0.007
45 H 1.707 -4.366 2.662  0.692
46 H 0.165 -4.700 0.427  0.642
47 H -4.279 -2.729 2.482  0.473
48 H -2.757 -3.622 2.671  0.241
49 H -2.776 -1.836 2.749  0.292
50 H -5.160 -2.399 0.422  0.367
51 C 5.774 0.671 -3.962  -0.756
52 O 5.059 -0.378 -4.653  -0.416
53 C 3.869 -0.773 -4.135  0.829
54 C 3.341 -0.341 -2.919  -0.800
55 C 1.965 -0.173 -2.819  -0.532
56 C 1.424 0.622 -1.658  0.166
57 C 0.631 1.847 -2.119  0.123
58 C 1.475 2.913 -2.825  0.428
59 O 2.353 2.749 -3.672  -0.672
60 N 1.056 4.123 -2.341  0.331
61 C 1.636 5.356 -2.824  -0.963
62 C 0.229 4.060 -1.137  0.009
63 C 0.994 4.653 0.058  -1.513
64 C -1.089 4.823 -1.345  -1.556
65 N 0.044 2.605 -1.015  0.592
66 C -0.669 1.972 -0.060  0.070
67 C -1.283 2.588 1.026  -0.029
68 C -2.084 1.970 1.982  -0.207
69 C -3.150 2.689 2.632  0.053
70 C -4.378 2.022 2.906  -0.541
71 C -5.520 2.753 3.203  -0.641
72 C -5.459 4.153 3.286  -0.372
73 C -4.232 4.811 3.140  -0.747
74 C -3.075 4.083 2.881  -0.165
75 C 1.116 -0.669 -3.815  -0.204
76 C 1.637 -1.314 -4.942  0.693
77 O 0.942 -1.692 -6.050  -0.470
78 C -0.499 -1.595 -6.071  -0.670
79 C 3.039 -1.505 -5.017  0.436
80 O 3.602 -2.162 -6.067  -0.512
81 C 3.762 -1.422 -7.313  -0.601
82 H 6.667 0.829 -4.563  0.281
83 H 5.180 1.595 -3.921  0.260
84 H 6.047 0.348 -2.948  0.323
85 H 3.990 0.023 -2.115  0.347
86 H 0.791 -0.016 -1.020  -0.703
87 H 2.266 0.971 -1.033  0.411
88 H -0.165 1.526 -2.828  0.085
89 H 2.197 5.145 -3.736  0.337
90 H 0.849 6.086 -3.036  0.301
91 H 2.318 5.801 -2.088  0.347
92 H 1.955 4.135 0.178  0.363
93 H 1.175 5.718 -0.131  0.508
94 H 0.428 4.555 0.986  0.331
95 H -1.585 4.475 -2.261  0.376
96 H -1.771 4.670 -0.505  0.321
97 H -0.876 5.897 -1.425  0.501
98 H -0.795 0.896 -0.198  1.043
99 H -1.228 3.678 1.088  -0.444
100 H -2.127 0.909 2.148  0.572
101 H -4.418 0.934 2.803  0.401
102 H -6.469 2.239 3.362  0.403
103 H -6.367 4.727 3.462  0.399
104 H -4.181 5.897 3.227  0.384
105 H -2.105 4.575 2.832  0.539
106 H 0.036 -0.510 -3.731  0.523
107 H -0.790 -2.048 -7.019  0.308
108 H -0.954 -2.152 -5.237  0.144
109 H -0.830 -0.548 -6.042  0.293
110 H 4.287 -2.119 -7.966  0.265
111 H 2.772 -1.181 -7.710  0.229
112 H 4.354 -0.516 -7.140  0.222

---

This record from the OMol25 dataset describes 13 unconnected molecules or ions with the total composition C46H78O17S5 at a distorted geometry. The level of theory is ωB97M-V with the def2-TZVPD basis set.

Values from the calculation:
- net charge = -1
- HOMO-LUMO gap (spin up / spin down) (eV) = 1.987 / 7.057
- maximum force (eV/A) = 4.550
- multiplicity = 2
- expectation value of S² = 0.757

Each line ends with the Löwdin spin population.
Atoms and positions in Å:
1 C 1.262 -0.937 5.617  0.002
2 S -0.054 0.337 5.851  0.003
3 O -0.241 0.300 7.394  0.001
4 C 0.955 1.835 5.472  0.001
5 H 1.981 -0.791 6.423  0.000
6 H 1.844 -0.785 4.708  0.001
7 H 0.898 -1.963 5.685  0.001
8 H 1.925 1.731 5.957  0.000
9 H 0.511 2.768 5.817  0.000
10 H 1.014 1.875 4.384  0.001
11 C -1.461 -4.489 0.183  0.006
12 S -1.307 -5.151 -1.509  0.003
13 O -2.577 -5.935 -1.770  0.001
14 C -1.571 -3.528 -2.389  0.001
15 H -2.483 -4.191 0.415  0.001
16 H -0.683 -3.778 0.460  0.004
17 H -1.301 -5.293 0.901  0.002
18 H -2.478 -3.002 -2.091  0.000
19 H -1.751 -3.910 -3.394  0.000
20 H -0.633 -2.978 -2.311  0.001
21 C 6.538 -3.205 4.489  0.000
22 S 4.837 -3.814 3.955  0.007
23 O 3.919 -2.746 4.513  0.001
24 C 4.894 -3.396 2.109  0.003
25 H 7.245 -4.017 4.322  0.000
26 H 6.594 -3.083 5.571  0.000
27 H 6.832 -2.258 4.039  0.000
28 H 5.703 -3.964 1.650  0.000
29 H 5.019 -2.338 1.878  0.003
30 H 3.971 -3.760 1.657  0.001
31 C -3.494 3.832 -1.282  0.001
32 S -4.938 3.410 -0.197  0.001
33 O -5.218 4.442 0.870  0.000
34 C -6.308 3.538 -1.405  0.000
35 H -2.509 3.663 -0.845  0.000
36 H -3.582 4.863 -1.622  0.000
37 H -3.477 3.169 -2.147  0.000
38 H -7.290 3.410 -0.950  0.000
39 H -6.083 2.681 -2.039  0.000
40 H -6.192 4.462 -1.973  0.000
41 C -3.279 -0.321 -0.762  0.006
42 S -4.853 -0.247 -1.755  0.005
43 O -4.546 0.550 -2.990  0.000
44 C -4.894 -1.965 -2.391  0.001
45 H -3.108 0.690 -0.393  0.002
46 H -2.380 -0.545 -1.336  0.002
47 H -3.246 -0.903 0.159  0.000
48 H -5.850 -2.097 -2.898  0.000
49 H -4.762 -2.767 -1.665  0.001
50 H -4.143 -2.047 -3.176  0.000
51 C 0.533 -0.814 1.333  0.088
52 C 1.231 -1.430 0.349  0.181
53 C 1.240 -0.967 -0.902  0.070
54 C 0.583 0.220 -1.159  0.136
55 C 0.011 0.979 -0.141  0.235
56 C -0.021 0.378 1.144  0.071
57 H 0.551 -1.280 2.307  0.003
58 H 1.679 -2.384 0.584  0.023
59 H 1.744 -1.568 -1.645  -0.001
60 H 0.718 0.659 -2.137  0.007
61 H -0.608 1.834 -0.370  0.028
62 H -0.512 0.902 1.950  0.000
63 C 2.245 -6.644 -2.885  0.001
64 C 2.640 -5.344 -2.529  0.001
65 C 2.558 -4.829 -1.292  0.001
66 C 2.049 -5.618 -0.255  0.002
67 C 1.543 -6.871 -0.570  0.001
68 C 1.649 -7.381 -1.855  0.000
69 H 2.141 -6.879 -3.934  0.000
70 H 2.950 -4.668 -3.313  0.000
71 H 2.654 -3.786 -1.031  0.001
72 H 2.024 -5.139 0.713  0.002
73 H 1.111 -7.482 0.209  0.000
74 H 1.230 -8.361 -2.027  0.000
75 O 6.942 -0.013 2.272  0.000
76 C 5.932 0.603 2.031  0.001
77 O 4.862 0.822 2.928  0.001
78 C 3.712 1.412 2.349  0.005
79 C 4.159 1.923 1.012  0.005
80 C 5.540 1.283 0.753  0.003
81 H 3.452 2.356 2.828  0.002
82 H 2.824 0.783 2.402  0.002
83 H 4.301 2.976 0.769  0.001
84 H 3.375 1.594 0.331  0.002
85 H 6.247 2.076 0.510  0.000
86 H 5.565 0.506 -0.010  0.001
87 O -2.881 0.694 2.454  0.000
88 C -2.921 -0.357 3.137  0.002
89 O -3.030 -0.350 4.440  0.001
90 C -2.960 -1.678 5.016  0.001
91 C -3.182 -2.605 3.831  0.005
92 C -2.652 -1.783 2.659  0.005
93 H -3.631 -1.749 5.872  0.000
94 H -1.946 -1.785 5.401  0.000
95 H -4.229 -2.897 3.750  0.002
96 H -2.458 -3.418 3.892  0.002
97 H -3.314 -2.009 1.823  0.001
98 H -1.626 -2.000 2.360  0.003
99 O 2.469 -2.134 -4.191  0.000
100 C 3.102 -1.089 -4.492  0.000
101 O 4.454 -0.954 -4.396  0.000
102 C 4.897 0.321 -4.706  0.000
103 C 3.658 1.106 -4.423  0.001
104 C 2.534 0.243 -4.960  0.000
105 H 5.323 0.267 -5.708  0.000
106 H 5.715 0.621 -4.050  0.000
107 H 3.688 2.139 -4.771  0.000
108 H 3.623 1.250 -3.343  0.001
109 H 2.514 0.121 -6.043  0.000
110 H 1.531 0.419 -4.572  0.000
111 O -1.157 5.518 1.681  0.002
112 C -2.002 5.230 2.515  0.000
113 O -2.640 6.144 3.179  0.000
114 C -3.631 5.555 4.124  0.000
115 C -3.196 4.087 4.210  0.000
116 C -2.513 3.825 2.876  0.000
117 H -4.623 5.669 3.688  0.000
118 H -3.706 6.149 5.034  0.000
119 H -4.001 3.366 4.349  0.000
120 H -2.524 3.865 5.039  0.000
121 H -3.249 3.374 2.210  0.000
122 H -1.661 3.147 2.933  0.000
123 O 2.414 4.294 -3.575  0.001
124 C 1.755 4.567 -2.574  0.001
125 O 0.478 4.870 -2.564  0.000
126 C -0.028 5.257 -1.301  0.002
127 C 1.310 5.460 -0.466  0.005
128 C 2.284 4.549 -1.163  0.006
129 H -0.593 4.449 -0.837  0.001
130 H -0.604 6.167 -1.470  0.000
131 H 1.159 5.264 0.595  0.003
132 H 1.656 6.490 -0.378  0.000
133 H 2.284 3.544 -0.741  0.006
134 H 3.301 4.917 -1.025  0.001
135 O -0.958 -0.422 -4.360  0.002
136 C -1.943 -0.130 -5.013  0.001
137 O -2.723 -1.019 -5.616  0.000
138 C -3.972 -0.475 -5.938  0.000
139 C -3.693 0.939 -6.169  0.000
140 C -2.551 1.241 -5.127  0.000
141 H -4.570 -0.672 -5.048  0.000
142 H -4.376 -1.033 -6.782  0.000
143 H -4.547 1.616 -6.186  0.000
144 H -3.356 1.076 -7.196  0.000
145 H -2.801 1.691 -4.167  0.000
146 H -1.805 1.858 -5.629  0.000

---

This record from the OMol25 dataset describes a molecular structure, C15H23ClN3O9P2Tm at a distorted geometry. The level of theory is ωB97M-V with the def2-TZVPD basis set.

Values from the calculation:
- net charge = +2
- HOMO-LUMO gap (spin up / spin down) (eV) = 5.958 / 5.978
- maximum force (eV/A) = 4.465
- multiplicity = 3
- expectation value of S² = 2.002

Each line ends with the natural charge from an NBO analysis.
Atoms and positions in Å:
1 C 0.125 0.150 -3.842  -0.772
2 C 1.221 0.212 -2.805  0.453
3 H 0.611 0.186 -4.832  0.326
4 H -0.588 0.994 -3.801  0.229
5 H -0.388 -0.837 -3.800  0.288
6 O 2.226 -0.470 -2.972  -0.386
7 Cl -3.468 1.364 -1.478  -0.502
8 Tm -1.340 0.233 -1.066  1.673
9 P 0.497 2.859 -1.514  1.429
10 C 2.017 3.564 -0.921  -0.950
11 C 0.019 3.516 -3.093  -0.986
12 H -0.016 4.600 -2.897  0.303
13 H -0.764 4.490 -0.464  0.300
14 H -0.984 3.171 -3.390  0.292
15 H -1.750 2.993 -0.485  0.294
16 H 2.846 3.190 -1.533  0.281
17 H 0.767 3.294 -3.865  0.289
18 C -0.735 3.398 -0.306  -0.970
19 H 1.908 4.649 -1.019  0.288
20 H -0.391 3.180 0.718  0.328
21 H 2.133 3.256 0.128  0.319
22 P 0.108 -2.374 -1.189  0.760
23 C 1.559 -2.480 -0.082  -0.920
24 C -0.943 -3.702 -0.500  -0.921
25 H 0.141 -3.063 -3.511  0.237
26 H 0.812 -4.330 -2.446  0.266
27 H 1.787 -2.875 -2.869  0.264
28 C 0.784 -3.252 -2.645  -0.924
29 H -1.977 -3.530 -0.819  0.255
30 H -0.596 -4.672 -0.874  0.262
31 H 1.709 -3.518 0.239  0.264
32 H 1.418 -1.836 0.793  0.236
33 H -0.912 -3.694 0.596  0.246
34 H 2.437 -2.123 -0.631  0.261
35 C 1.083 1.071 -1.543  0.077
36 O 1.646 0.707 -0.481  -0.311
37 O 0.124 -1.197 6.700  -0.327
38 N -0.826 -1.463 5.935  0.492
39 O -1.797 -2.162 6.290  -0.326
40 C -0.801 -0.929 4.590  0.001
41 C 0.273 -0.115 4.204  -0.061
42 C 0.261 0.479 2.960  -0.054
43 C -0.742 0.160 2.021  0.484
44 O -0.649 0.661 0.835  -0.852
45 C -1.773 -0.781 2.390  -0.086
46 C -1.826 -1.257 3.697  -0.070
47 N -2.673 -1.359 1.426  0.542
48 O -3.556 -2.130 1.794  -0.204
49 O -2.500 -1.160 0.146  -0.540
50 N 1.375 1.351 2.529  0.520
51 O 2.525 0.924 2.732  -0.295
52 O 1.125 2.476 2.063  -0.400
53 H 1.092 0.081 4.887  0.299
54 H -2.640 -1.902 4.000  0.302